{"formula": "C33H29CoOP", "method": "wB97M-V/def2-TZVPD", "elements": ["Co", "C", "C", "C", "C", "C", "C", "P", "C", "C", "C", "C", "C", "C", "C", "C", "C", "C", "C", "C", "H", "H", "H", "H", "H", "H", "H", "H", "H", "H", "H", "H", "H", "H", "C", "C", "C", "C", "C", "C", "C", "C", "C", "C", "C", "C", "C", "C", "H", "H", "H", "H", "H", "H", "H", "H", "H", "H", "H", "C", "O", "H", "H", "H", "H"], "xyz": [[1.40227, -0.27853, 0.59088], [-3.74873, 1.38838, -1.06325], [-3.43481, 2.14714, 0.05458], [-2.53789, 1.66167, 0.99005], [-1.95354, 0.40656, 0.82681], [-2.27393, -0.35221, -0.29627], [-3.16658, 0.14116, -1.23529], [-0.64608, -0.10100, 1.98298], [-1.40174, 0.15189, 3.61222], [-0.59733, 0.62883, 4.64246], [-1.11766, 0.79624, 5.91614], [-2.44780, 0.49582, 6.16608], [-3.25885, 0.02819, 5.14271], [-2.73949, -0.14234, 3.87090], [-0.41885, -1.88170, 1.71791], [-1.11895, -2.95369, 2.24983], [-0.73824, -4.23794, 1.88752], [0.31387, -4.42253, 1.00002], [1.00672, -3.33717, 0.47357], [0.66530, -2.03768, 0.84178], [-4.44292, 1.76968, -1.80034], [-3.88351, 3.12207, 0.19506], [-2.29053, 2.26462, 1.85744], [-1.81225, -1.31884, -0.44969], [-3.39923, -0.45042, -2.11087], [0.43900, 0.87221, 4.44068], [-0.48520, 1.16863, 6.71085], [-2.85608, 0.63103, 7.15872], [-4.29858, -0.20076, 5.33618], [-3.37649, -0.49454, 3.06819], [-1.94007, -2.79587, 2.93961], [-1.26086, -5.09468, 2.29313], [0.60172, -5.42972, 0.72207], [1.82338, -3.51310, -0.21879], [0.47373, -0.21937, -6.48072], [0.19975, 0.81031, -5.59118], [0.38313, 0.63111, -4.23057], [0.84942, -0.58683, -3.73177], [1.09580, -1.62282, -4.63593], [0.91944, -1.44043, -5.99689], [1.04543, -0.83998, -2.29806], [1.38448, 0.02882, -1.33674], [1.73987, 1.43232, -1.56034], [0.97623, 2.44999, -0.96920], [1.31973, 3.78152, -1.13822], [2.44039, 4.12488, -1.88102], [3.21753, 3.12500, -2.45407], [2.87776, 1.79506, -2.29336], [0.32993, -0.07420, -7.54346], [-0.16540, 1.76065, -5.95935], [0.14819, 1.43601, -3.54805], [1.43555, -2.58043, -4.25950], [1.12508, -2.25468, -6.68055], [0.87308, -1.87605, -2.00950], [0.09069, 2.18399, -0.40437], [0.70727, 4.55376, -0.68944], [2.71049, 5.16467, -2.01237], [4.09210, 3.38910, -3.03570], [3.47820, 1.01786, -2.75033], [3.56943, -1.04507, 2.61915], [3.21044, -0.02822, 1.67871], [4.34309, -0.67771, 3.29566], [3.90625, -1.94994, 2.11062], [2.66769, -1.27645, 3.18149], [3.94918, 0.15572, 1.09122]], "atomic_forces_ev_per_a": [[-0.411, 0.436, -0.200], [-0.016, -0.056, -0.059], [-0.033, 0.066, 0.002], [0.014, 0.027, 0.065], [-0.050, -0.028, -0.047], [0.069, 0.048, 0.051], [-0.055, 0.027, -0.066], [0.489, -0.056, -0.143], [-0.006, -0.052, 0.059], [-0.021, -0.040, -0.012], [0.005, 0.026, 0.086], [0.042, 0.026, 0.076], [-0.067, -0.015, -0.015], [-0.007, -0.010, -0.059], [-0.018, 0.124, 0.048], [-0.072, -0.082, 0.010], [-0.085, -0.025, 0.069], [0.076, -0.030, -0.060], [0.010, -0.003, -0.109], [0.118, 0.129, -0.032], [-0.007, 0.004, -0.014], [-0.008, 0.007, -0.002], [0.004, -0.011, -0.002], [0.033, -0.018, 0.026], [-0.015, -0.008, -0.015], [0.014, 0.006, -0.010], [0.001, 0.008, 0.029], [-0.002, 0.006, 0.024], [-0.014, -0.007, 0.002], [-0.003, 0.000, -0.005], [-0.014, 0.000, 0.007], [-0.007, -0.007, 0.003], [0.008, -0.003, -0.007], [0.015, -0.005, 0.000], [-0.008, 0.016, -0.049], [-0.007, 0.027, -0.051], [0.013, -0.041, -0.012], [-0.023, -0.001, -0.232], [-0.011, 0.077, 0.020], [0.005, -0.027, -0.049], [-0.018, 0.002, 0.366], [-0.030, -0.883, -0.017], [-0.006, 0.301, 0.145], [0.123, -0.170, -0.070], [0.073, 0.132, -0.028], [-0.049, 0.060, 0.038], [0.038, 0.049, -0.023], [-0.044, -0.042, 0.067], [-0.003, 0.004, -0.011], [-0.007, 0.009, -0.014], [0.000, 0.004, 0.016], [0.004, -0.014, 0.024], [-0.002, 0.007, -0.009], [0.019, 0.044, 0.028], [-0.066, -0.033, 0.020], [0.007, 0.011, -0.002], [-0.006, 0.005, 0.001], [0.004, 0.002, -0.003], [-0.013, -0.024, 0.000], [0.029, -0.074, 0.064], [-0.032, 0.122, 0.110], [-0.023, -0.028, -0.022], [-0.023, 0.028, 0.016], [0.026, -0.001, 0.009], [0.045, -0.047, -0.034]], "gap_ev": [7.87, 7.38], "e_tot_ev": -83652.208, "homo_ev": [-7.51, -6.95], "spin_multiplicity": 2, "s2": 1.055}